(1)
Here is 2 unconnected molecules or ions with the total composition C21H25ClFN2O3S at a distorted geometry from the OMol25 dataset. Energies are from ωB97M-V with the def2-TZVPD basis set.

Its total charge is +1. As for the HOMO energy: -11.336 eV. For the frontier orbital gap, the calculation gives 8.69 eV. The total energy is -2108.3131 a.u. For the LUMO energy, the calculation gives -2.65 eV. For the molar mass, the calculation gives 439.960 g/mol.

XYZ file:
```
54
Properties=species:S:1:pos:R:3:forces:R:3
Cl 1.753 -3.934 5.023 -0.7 -0.2 -0.5
C 0.448 -4.269 3.817 0.7 -0.3 1.2
N 0.445 -3.278 2.745 0.0 1.0 -0.9
C 0.151 -1.837 3.264 0.1 -1.2 0.8
C 0.093 -0.904 2.090 0.0 0.0 -2.2
N 0.244 -1.698 0.833 0.6 0.8 -0.1
F 1.634 1.383 -2.716 0.0 -1.1 0.9
C -0.819 -2.703 0.676 0.9 1.1 -0.4
C -0.701 -3.683 1.821 -0.2 -0.6 0.4
C 1.615 -2.290 0.810 -1.3 1.0 -0.7
C 1.765 -3.271 1.944 -0.1 -0.7 0.9
H 0.637 -5.260 3.388 -0.1 0.3 0.2
H -0.513 -4.222 4.339 0.3 -0.1 -0.1
H -0.807 -1.904 3.782 0.1 -0.1 0.1
H 0.933 -1.599 3.984 -0.1 -0.1 -0.1
H -0.850 -0.350 2.011 0.2 -0.2 0.2
H 0.904 -0.166 2.066 -0.2 -0.2 0.3
H -1.789 -2.188 0.650 0.3 -0.2 0.1
H -0.677 -3.182 -0.297 -0.1 0.0 0.2
H -0.499 -4.698 1.473 0.1 0.0 0.1
H -1.611 -3.705 2.423 0.1 0.0 0.1
H 1.769 -2.763 -0.160 0.0 0.0 0.1
H 2.327 -1.464 0.891 -0.1 -0.2 0.0
H 2.573 -3.012 2.637 -0.3 -0.1 0.0
H 1.935 -4.295 1.591 -0.2 0.1 0.2
C 4.062 4.021 -0.184 0.0 0.0 -0.1
C 3.225 3.175 0.531 -0.5 -0.3 0.0
C 1.912 2.963 0.121 -0.4 0.4 -0.5
C 1.453 3.669 -1.017 -0.5 -0.9 -0.7
S -0.156 3.362 -1.890 1.6 -0.2 -0.1
C 0.404 1.820 -2.994 -2.8 0.6 0.1
C -0.792 0.647 -3.114 0.6 -2.3 -0.8
O -0.506 -0.291 -3.838 0.4 1.1 0.8
C -2.228 0.582 -2.500 0.4 0.2 -1.0
C -2.947 1.720 -2.785 0.7 0.8 0.0
C -4.207 1.936 -2.282 -1.2 -0.1 0.0
C -4.897 0.883 -1.678 0.6 -0.1 0.7
C -4.263 -0.386 -1.542 0.2 1.3 -0.8
C -2.952 -0.555 -2.041 0.1 0.4 0.7
O -1.262 3.327 -0.944 1.2 -0.5 -0.9
O -0.192 4.229 -3.054 -0.7 0.6 0.9
C 2.331 4.402 -1.811 -0.2 0.1 0.0
C 3.625 4.609 -1.360 0.1 0.2 -0.2
H 5.071 4.178 0.164 0.1 0.1 0.0
H 3.596 2.637 1.399 0.0 0.2 -0.1
H 1.291 2.238 0.663 0.0 0.6 -0.3
H 0.539 2.409 -3.918 -0.8 -0.6 0.2
H -2.470 2.435 -3.461 -0.2 0.3 0.7
H -4.638 2.938 -2.367 -0.1 -0.5 -0.1
H -5.897 1.068 -1.256 0.6 -0.3 -0.3
H -4.834 -1.180 -1.066 0.3 -0.1 -0.3
H -2.523 -1.555 -2.078 0.2 0.3 0.3
H 2.027 4.777 -2.800 0.0 -0.1 0.8
H 4.265 5.229 -1.983 0.1 -0.2 0.3
```
Forces are in eV/Å.

(2)
Here is 5 unconnected molecules or ions with the total composition C19H52FNO21P4S2 at a distorted geometry from the OMol25 dataset. Energies are from ωB97M-V with the def2-TZVPD basis set.

As for the HOMO energy: -9.827 eV. For the frontier orbital gap, the calculation gives 9.93 eV. The total energy is -4651.6144 a.u. As for the energy above the lowest of the compared OMol25 structures with the same formula, charge and spin: 0.0 kJ/mol. For the LUMO energy, the calculation gives 0.11 eV. The SMILES is CC(C)[C@H](C)CON(C[SH](=O)=O)S(=O)(=O)F.COP(=O)(OC)OC.COP(=O)(OC)OC.COP(=O)(OC)OC.COP(=O)(OC)OC. For the molar mass, the calculation gives 837.639 g/mol.

XYZ file:
```
100
Properties=species:S:1:pos:R:3:forces:R:3
C -1.589 6.321 0.302 -0.1 0.5 -0.6
C -1.878 5.207 -0.713 -1.0 -0.3 1.0
C -3.418 5.037 -0.760 0.4 0.3 0.0
C -1.261 3.818 -0.346 0.7 0.9 -0.1
C -0.139 3.893 0.699 0.2 0.1 -0.3
C -0.655 3.187 -1.606 -0.2 -0.1 0.7
O -1.561 2.419 -2.423 0.3 0.0 -0.1
N -2.223 1.456 -1.625 0.4 -0.4 -0.9
C -1.373 0.305 -1.341 -0.7 -0.7 0.5
S -1.673 -0.257 0.350 1.0 0.7 1.0
O -0.541 -1.048 0.731 -0.1 -0.5 -0.4
O -1.977 0.890 1.153 -0.5 0.0 -0.2
S -3.666 1.084 -2.366 -1.7 1.7 0.2
O -4.029 2.108 -3.263 0.5 0.0 -0.4
O -4.605 0.717 -1.373 0.6 -1.0 0.4
F -3.375 -0.206 -3.220 0.2 0.1 0.3
H -1.880 7.268 -0.162 0.0 0.0 0.0
H -0.539 6.433 0.557 0.0 -0.1 0.1
H -2.210 6.236 1.192 0.2 -0.2 0.2
H -1.555 5.564 -1.692 0.3 -0.3 0.0
H -3.816 5.165 0.248 -0.1 -0.1 0.0
H -3.858 5.814 -1.385 -0.2 -0.1 -0.1
H -3.704 4.042 -1.095 -0.1 0.1 -0.3
H -2.059 3.219 0.086 0.1 -0.3 -0.2
H 0.429 2.963 0.752 -0.2 -0.1 0.1
H 0.584 4.665 0.427 0.1 0.0 0.1
H -0.501 4.110 1.700 0.0 0.1 0.0
H 0.212 2.581 -1.322 -0.1 -0.2 -0.1
H -0.286 3.963 -2.272 -0.1 -0.1 -0.2
H -0.312 0.539 -1.353 0.0 0.3 0.0
H -1.540 -0.560 -1.986 0.1 0.1 -0.1
H -2.776 -1.045 0.314 0.0 0.0 -0.3
C 3.392 0.984 4.019 0.2 -0.1 -0.3
O 2.029 0.609 4.287 -2.1 -1.4 0.0
P 1.035 1.838 4.565 2.4 4.4 1.1
O 1.452 2.913 3.645 -0.1 -0.2 -0.2
O 1.446 2.122 6.103 0.0 -0.5 -0.1
C 2.089 1.172 6.955 0.1 0.2 0.1
O -0.534 2.155 4.817 -0.2 -2.8 -0.6
C -1.548 1.227 4.358 0.0 0.0 -0.1
H 3.977 0.073 4.120 -0.1 0.0 0.1
H 3.482 1.362 3.004 -0.1 0.1 0.0
H 3.739 1.738 4.723 -0.1 0.0 0.0
H 3.169 1.313 6.920 0.0 0.0 0.0
H 1.854 0.146 6.682 0.0 0.0 0.0
H 1.756 1.363 7.974 0.0 0.0 0.0
H -1.446 0.262 4.856 0.0 0.0 0.0
H -1.474 1.100 3.281 -0.1 0.0 0.0
H -2.518 1.649 4.603 0.1 0.1 0.0
C -2.510 -2.306 -4.860 -0.2 -0.1 0.2
O -2.753 -3.061 -6.059 -1.3 -1.1 -1.5
P -1.788 -4.324 -6.254 4.7 0.9 1.5
O -1.521 -4.942 -4.951 -0.5 -0.3 0.1
O -0.502 -3.496 -6.810 -0.2 0.0 0.2
C -0.538 -2.172 -7.330 0.2 0.0 0.0
O -1.611 -5.470 -7.376 -2.6 0.7 -0.5
C -2.738 -5.903 -8.166 0.0 -0.2 0.0
H -3.025 -1.364 -4.990 0.0 0.0 -0.3
H -2.922 -2.830 -4.001 0.1 -0.1 0.0
H -1.443 -2.138 -4.713 0.0 -0.1 0.0
H -0.315 -1.451 -6.541 0.0 0.0 0.0
H -1.500 -1.924 -7.774 0.0 0.0 0.0
H 0.238 -2.096 -8.089 0.0 -0.1 0.0
H -3.134 -5.083 -8.767 0.0 0.0 0.0
H -3.526 -6.306 -7.528 0.0 0.0 0.0
H -2.386 -6.686 -8.831 0.1 0.0 0.0
C 2.621 5.868 11.461 -0.1 -0.2 0.3
O 1.869 5.830 10.236 -1.6 -0.4 -1.1
P 2.715 5.410 8.946 4.2 1.1 -0.2
O 3.688 4.372 9.303 -0.3 -0.3 0.2
O 3.432 6.836 8.651 -0.1 -0.2 0.2
C 3.023 8.083 9.197 0.1 0.0 -0.1
O 2.260 5.177 7.435 -2.3 0.0 1.0
C 0.891 4.807 7.140 -0.1 0.0 0.0
H 2.007 6.414 12.174 0.0 0.1 -0.1
H 2.790 4.859 11.827 0.1 0.0 -0.1
H 3.575 6.371 11.322 0.0 0.0 0.0
H 3.586 8.297 10.108 0.0 0.0 0.0
H 1.959 8.109 9.424 0.0 0.0 0.0
H 3.253 8.855 8.465 0.0 0.0 0.0
H 0.198 5.590 7.457 0.1 0.0 0.0
H 0.646 3.870 7.634 -0.1 0.0 -0.1
H 0.810 4.672 6.067 0.1 0.0 0.0
C 2.783 -9.415 -8.268 0.2 0.2 -0.3
O 1.854 -8.908 -7.296 -1.3 1.3 0.8
P 2.288 -9.144 -5.775 2.2 -3.6 1.0
O 3.738 -8.984 -5.636 0.0 0.4 -0.2
O 1.837 -10.700 -5.636 0.1 0.2 -0.2
C 0.968 -11.379 -6.531 0.1 -0.1 0.1
O 1.590 -8.689 -4.412 -1.3 1.5 -1.6
C 0.722 -7.528 -4.398 0.0 0.2 0.1
H 2.250 -9.430 -9.216 -0.1 0.0 0.1
H 3.641 -8.753 -8.346 0.0 0.0 0.1
H 3.118 -10.417 -8.009 0.0 0.0 0.1
H 1.547 -11.899 -7.296 0.0 0.0 0.0
H 0.263 -10.707 -7.017 0.0 0.0 0.0
H 0.418 -12.122 -5.957 0.0 0.0 0.0
H -0.141 -7.675 -5.045 0.0 0.0 0.0
H 1.268 -6.639 -4.714 0.0 0.0 0.0
H 0.377 -7.388 -3.379 0.1 -0.1 0.0
```
Forces are in eV/Å.

(3)
Here is 2 unconnected molecules or ions with the total composition C4H4F2N2O5 at a distorted geometry from the OMol25 dataset. Energies are from ωB97M-V with the def2-TZVPD basis set.

As for the HOMO energy (spin up / spin down): -8.672 / -8.669 eV. For the frontier orbital gap (spin up / spin down), the calculation gives 7.72 / 7.71 eV. The total energy is -839.9550 a.u. As for the energy above the lowest of the compared OMol25 structures with the same formula, charge and spin: 189.5 kJ/mol. For the LUMO energy (spin up / spin down), the calculation gives -0.96 / -0.96 eV. The SMILES is O=[N+]([O-])/C(F)=C/C(F)=[N+](\[O-])O.C=O. For the molar mass, the calculation gives 198.081 g/mol.

XYZ file:
```
17
Properties=species:S:1:pos:R:3:forces:R:3
C -2.102 0.946 0.687 2.6 -0.4 2.6
C -2.085 0.674 2.001 2.1 0.4 0.9
C 0.781 -1.742 -0.488 2.1 -0.2 0.7
C -0.984 1.143 -0.171 1.1 2.2 0.7
N -3.294 0.492 2.823 1.0 -0.6 -0.5
N 0.132 1.769 0.228 -1.3 -0.3 -0.4
O -4.343 0.705 2.281 -1.1 0.4 -0.4
O -3.119 0.057 3.931 -0.2 0.1 0.5
O 0.373 2.295 1.298 -0.3 0.3 1.7
O 1.129 1.824 -0.666 0.8 -0.9 -2.8
O 0.003 -0.987 -0.007 -0.3 0.4 0.8
F -0.995 0.559 2.798 -1.3 0.0 -1.4
F -1.152 0.945 -1.467 0.2 -0.3 -0.3
H -3.043 0.945 0.333 -3.0 0.1 -1.7
H 1.933 -1.666 -0.263 -1.7 -0.2 -0.6
H 0.375 -2.556 -1.054 0.3 -0.9 -0.9
H 1.890 2.374 -0.393 -1.0 0.0 0.9
```
Forces are in eV/Å.

(4)
Here is 2 unconnected molecules or ions with the total composition C2H6O2S2 at a distorted geometry from the OMol25 dataset. Energies are from ωB97M-V with the def2-TZVPD basis set.

As for the HOMO energy: -9.144 eV. For the frontier orbital gap, the calculation gives 9.58 eV. The total energy is -1026.6236 a.u. As for the energy above the lowest of the compared OMol25 structures with the same formula, charge and spin: 102.3 kJ/mol. For the LUMO energy, the calculation gives 0.44 eV. The SMILES is O=CO.CSS. For the molar mass, the calculation gives 126.202 g/mol.

XYZ file:
```
12
Properties=species:S:1:pos:R:3:forces:R:3
C 0.626 -0.583 -1.881 -0.1 -2.7 0.0
S 0.717 -2.089 -0.826 0.1 1.0 0.0
S 0.496 -1.226 1.023 0.1 -0.3 0.1
H 0.443 -1.066 -2.809 -0.1 -0.2 -1.3
H -0.256 -0.099 -1.639 -1.5 1.3 0.6
H 1.468 0.027 -1.969 1.4 0.8 0.4
H 1.803 -1.159 1.303 0.1 0.1 0.2
O -0.208 2.748 -0.072 -0.4 -0.5 -0.7
C -1.376 2.668 0.210 2.4 0.3 2.9
O -1.736 1.929 1.352 2.1 1.3 -0.3
H -2.006 3.480 -0.120 -1.5 -0.6 -0.4
H -0.826 1.944 1.871 -2.6 -0.6 -1.6
```
Forces are in eV/Å.

(5)
Here is C6H11N in the gas phase at a distorted geometry from the OMol25 dataset. Energies are from ωB97M-V with the def2-TZVPD basis set.

As for the HOMO energy: -6.118 eV. For the frontier orbital gap, the calculation gives 4.76 eV. The total energy is -289.6832 a.u. As for the energy above the lowest of the compared OMol25 structures with the same formula, charge and spin: 757.5 kJ/mol. For the LUMO energy, the calculation gives -1.35 eV. For the molar mass, the calculation gives 97.161 g/mol.

XYZ file:
```
18
Properties=species:S:1:pos:R:3:forces:R:3
C 2.399 0.797 -0.182 -0.3 0.6 0.0
N 1.346 -1.891 0.506 -2.2 1.3 0.5
C 0.539 -0.857 -0.070 1.7 1.5 -2.7
C 1.213 0.154 -0.834 0.1 -1.2 1.9
C -3.104 0.598 0.346 -0.7 -0.8 -1.1
C -1.723 0.424 -0.239 1.4 0.0 -1.5
C -0.841 -0.707 0.088 -2.3 -0.7 0.1
H 1.978 0.815 0.800 0.2 0.8 1.2
H 2.621 1.852 -0.477 -0.1 -1.1 -0.1
H 3.275 0.229 -0.014 1.3 -0.6 -0.4
H 2.264 -1.891 0.098 -0.1 -0.7 -0.1
H 0.792 -2.750 0.590 1.1 0.4 0.0
H 0.823 0.783 -1.592 -1.4 0.2 -0.1
H -3.923 0.651 -0.368 0.1 0.6 -0.2
H -3.284 1.242 1.221 0.3 -0.9 0.0
H -1.622 0.971 0.685 1.7 1.7 0.8
H -1.266 0.999 -1.135 -1.6 -0.5 1.2
H -1.487 -1.420 0.578 0.6 -0.5 0.6
```
Forces are in eV/Å.

(6)
Here is 10 unconnected molecules or ions with the total composition C10H40N2O10 at a distorted geometry from the OMol25 dataset. Energies are from ωB97M-V with the def2-TZVPD basis set.

As for the HOMO energy: -9.344 eV. For the frontier orbital gap, the calculation gives 10.01 eV. The total energy is -1266.7914 a.u. As for the energy above the lowest of the compared OMol25 structures with the same formula, charge and spin: 413.1 kJ/mol. For the LUMO energy, the calculation gives 0.66 eV. The SMILES is NC(N)=O.CO.CO.CO.CO.CO.CO.CO.CO.CO. For the molar mass, the calculation gives 348.434 g/mol.

XYZ file:
```
62
Properties=species:S:1:pos:R:3:forces:R:3
C 2.718 5.313 -0.126 1.1 -2.6 0.6
O 2.441 3.893 0.274 0.6 1.6 -0.1
H 1.933 5.920 0.243 -0.7 0.6 0.2
H 3.693 5.615 0.295 -0.5 0.1 -0.1
H 2.808 5.281 -1.196 -0.2 0.5 -0.5
H 3.279 3.591 0.648 -0.3 -0.2 0.0
C -1.328 -4.180 2.880 0.8 -0.5 1.1
O -0.474 -3.081 2.856 1.0 0.8 0.0
H -1.516 -4.367 3.954 -0.4 -0.1 -0.7
H -2.197 -3.936 2.323 -1.3 -0.2 -0.4
H -0.836 -5.063 2.455 -0.2 -0.1 0.0
H -0.076 -3.040 1.973 0.1 0.1 -0.1
C 2.022 -0.279 -0.670 -0.5 1.8 -1.5
O 2.247 -0.603 0.640 0.7 0.3 1.6
H 1.355 0.664 -0.674 1.2 -1.2 -0.4
H 2.969 -0.146 -1.260 -0.7 0.3 0.5
H 1.494 -1.064 -1.184 -0.5 -0.3 -0.4
H 2.057 -1.526 0.763 -0.2 -0.8 0.2
C 1.070 -4.368 -0.256 -1.3 -0.4 1.8
O 0.817 -3.100 0.363 0.6 -0.5 -0.3
H 1.387 -4.319 -1.276 0.4 0.2 -0.5
H 1.800 -4.753 0.434 0.6 -0.8 -0.3
H 0.146 -5.004 -0.184 0.8 0.4 -0.2
H 0.298 -2.600 -0.248 -1.1 1.0 -0.5
C 1.841 1.225 3.949 -0.7 0.5 -0.2
O 1.439 2.384 3.232 -0.6 0.1 -2.0
H 2.703 1.495 4.507 0.5 0.3 1.2
H 1.010 0.828 4.534 0.2 0.2 0.3
H 2.189 0.447 3.335 0.2 -1.1 -1.3
H 1.342 2.205 2.250 0.3 0.1 1.8
C 1.351 -1.535 -5.285 0.2 -1.0 0.7
O 0.955 -0.721 -4.181 0.8 0.4 -1.5
H 0.473 -2.086 -5.722 0.8 0.5 0.2
H 1.873 -0.948 -6.025 -0.3 0.4 -0.3
H 2.122 -2.280 -4.955 -0.7 0.3 -0.2
H 0.455 -1.305 -3.622 -0.6 -0.5 0.9
C -2.968 3.460 3.449 -0.5 2.8 0.0
O -1.974 2.697 2.920 1.7 -1.6 -0.7
H -3.222 3.281 4.461 -0.1 -0.7 1.2
H -2.710 4.537 3.416 -0.1 -0.3 -0.1
H -3.857 3.362 2.856 -0.5 -0.3 -0.4
H -1.072 2.996 3.115 -0.3 0.1 0.2
C -1.965 -2.119 -3.249 0.7 0.2 0.1
O -0.737 -1.965 -2.516 -0.8 0.3 -0.1
H -1.913 -1.560 -4.166 -0.1 0.5 -0.5
H -2.121 -3.132 -3.514 0.1 -1.2 -0.1
H -2.806 -1.812 -2.667 -0.5 0.4 0.5
H -0.892 -1.106 -2.085 0.4 -0.4 0.6
C -0.763 1.844 -2.787 -1.2 -0.7 -0.4
O -2.210 1.546 -2.576 1.8 0.4 0.3
H -0.294 1.454 -1.874 0.2 0.2 -0.6
H -0.458 1.331 -3.724 0.2 0.0 0.9
H -0.554 2.915 -2.937 -0.3 -0.2 0.4
H -2.622 1.894 -3.353 -0.7 0.2 -0.6
C -1.456 -0.146 0.922 -1.6 0.2 -0.1
O -1.334 -1.109 0.153 0.6 0.4 -0.1
N -1.081 -0.210 2.226 0.4 0.4 0.6
N -2.139 0.989 0.546 0.5 0.3 1.1
H -0.738 -1.086 2.577 0.0 -0.4 -0.2
H -1.322 0.455 2.958 -0.1 0.1 -0.9
H -2.422 1.160 -0.395 0.1 -0.3 -0.6
H -2.229 1.767 1.203 0.2 -0.5 -0.3
```
Forces are in eV/Å.